# 1
{"formula": "CH6NO4", "method": "the ωB97M-V functional and the def2-TZVPD basis", "species": ["O", "N", "H", "O", "C", "H", "H", "H", "O", "H", "H", "O"], "coordinates": [[-3.42451, -0.09115, 0.10463], [1.05090, -0.40747, -1.65251], [1.22334, -1.15111, -2.19664], [0.98684, -1.51270, 0.43998], [0.41124, -0.66971, -0.35514], [2.47596, 1.43701, 2.12318], [-2.58243, 0.04036, 0.57428], [1.20210, 0.92449, 1.51818], [-0.47146, 0.18564, 0.05805], [-3.05625, -0.48266, -0.70845], [0.70759, 0.33798, -2.21967], [1.47669, 1.38931, 2.31411]], "orbital_gap_ev": 8.45, "total_charge": -1, "relative_energy_kj_mol": 108.51}

# 2
{"formula": "C4H8NO2", "method": "the ωB97M-V functional and the def2-TZVPD basis", "species": ["C", "O", "H", "O", "N", "C", "H", "C", "H", "C", "H", "H", "H", "H", "H"], "coordinates": [[1.60082, 0.24397, 0.26057], [2.59074, 0.28397, -0.58286], [-1.00886, -2.06029, 1.30028], [-1.73576, 1.42227, -0.26842], [0.66576, 1.38872, 0.03302], [-0.48498, -1.82904, 0.32081], [0.15965, -0.62472, -1.12670], [-0.80958, 0.67464, 0.45694], [-2.68376, 1.27960, -0.13996], [-0.42028, -0.63799, -0.19278], [-0.74097, 0.65574, 1.60202], [0.73818, 2.27699, 0.56194], [0.32886, 1.57821, -0.96118], [3.20344, -0.51748, -0.51124], [0.01187, -2.73742, -0.07317]], "orbital_gap_ev": 9.05, "total_charge": 1, "relative_energy_kj_mol": 506.31}

# 3
{"formula": "C30H52N3O6", "method": "the ωB97M-V functional and the def2-TZVPD basis", "species": ["C", "H", "O", "H", "C", "H", "H", "C", "H", "N", "H", "C", "C", "H", "H", "C", "H", "C", "H", "O", "H", "H", "C", "C", "C", "H", "H", "C", "H", "H", "H", "H", "H", "H", "C", "H", "H", "H", "C", "C", "H", "H", "H", "H", "C", "H", "H", "C", "O", "H", "H", "C", "C", "C", "C", "H", "H", "C", "H", "H", "H", "C", "H", "H", "N", "C", "H", "C", "C", "H", "H", "H", "H", "H", "O", "H", "C", "H", "C", "N", "O", "C", "H", "H", "H", "C", "H", "O", "H", "C", "H"], "coordinates": [[5.02864, 5.76566, 2.78853], [-0.29915, -4.87378, 2.87829], [-0.36728, 7.25402, 2.61138], [3.27017, -4.24579, -0.90616], [-0.97382, -0.17882, -2.69882], [1.70378, -6.11512, -0.12184], [-0.93326, -1.37430, 2.27067], [1.45704, 2.60506, 4.24654], [-0.77664, -2.28024, -4.33344], [1.91260, 5.54549, 2.66753], [-0.32746, 3.19349, 1.43912], [1.33917, -4.00180, 0.00034], [-2.26212, 0.83422, -4.51880], [-2.71071, 0.73862, -5.50428], [1.63755, 3.06416, 5.20664], [-4.95613, -0.70011, -4.93361], [5.90123, 4.57145, 4.36386], [0.95744, 1.47597, 1.74777], [-0.45473, -2.60208, 3.44192], [0.30920, 7.82771, 4.67596], [1.54384, 5.65970, 4.70914], [1.36857, -4.50185, -2.10443], [2.79048, -3.57646, -0.19190], [-4.08931, -1.79617, -4.28616], [-0.02254, 4.57525, 3.75065], [-3.03953, -3.56598, -4.91452], [-4.41808, -0.06274, -5.63025], [-0.14427, -5.82775, 0.96604], [-5.76629, -1.15880, -5.50098], [-0.11814, -6.80055, 1.46218], [3.62307, 6.23799, 4.34608], [5.87840, 6.27489, 4.71801], [-5.83121, -3.04573, -4.21782], [2.30748, -0.06585, 2.35657], [1.27658, -5.40820, 0.59370], [-2.93508, 1.41413, -3.88642], [5.54586, 6.29392, 1.98581], [2.84740, -2.56003, -0.58465], [0.70351, -3.99494, -1.40414], [3.86837, 6.58120, 3.34022], [-5.40322, -0.06606, -4.16729], [1.90494, -5.45059, 1.48912], [-4.55920, -3.58682, -3.12913], [-4.07312, -2.86826, -6.14567], [-3.36240, -2.61724, -5.35535], [3.35931, -3.61558, 0.73466], [-2.75254, -3.16251, 0.70715], [-0.78846, -4.80316, 1.90133], [4.58189, 4.51269, 2.28229], [-0.24844, -4.51551, -1.46198], [-0.11482, 0.37415, -3.07678], [-1.90908, -0.51164, -3.85689], [6.05153, 5.54903, 3.92333], [0.34390, 2.67577, 2.10709], [-2.13782, -1.92675, -5.95795], [-1.60341, -2.63625, -6.59299], [-1.47771, 0.44267, -1.95732], [0.24500, 7.08698, 3.67592], [-2.44717, -1.10786, -6.61285], [-1.35274, 1.41779, -4.65808], [-1.62380, -2.08701, -0.10243], [0.98533, 5.73453, 3.78005], [-0.82913, 4.83676, 3.07361], [0.55887, -2.97411, -1.75990], [0.66874, -3.03269, 0.91629], [-1.06104, -2.41877, 2.55700], [0.77161, 1.04060, 0.77923], [2.07038, 1.40606, 3.89703], [-0.70556, -3.35620, 1.40654], [-1.83835, -5.05672, 2.06103], [-2.10487, -2.57355, 2.82998], [7.07715, 5.68397, 3.59277], [-0.42681, 4.43622, 4.74894], [4.24327, 7.59718, 3.44557], [1.44629, -2.70276, 1.89183], [-1.70134, -3.79149, -0.52706], [0.59801, 3.25297, 3.34912], [2.72726, 0.93183, 4.60852], [-1.74279, -3.09070, 0.30227], [-3.12117, -1.19957, -3.31764], [2.73782, 6.69992, 2.53537], [1.82489, 0.85757, 2.64256], [-0.75636, -5.96101, 0.06979], [-0.36390, -0.87712, -5.30118], [5.28102, 4.15065, 1.73491], [-1.20278, -1.42029, -4.86110], [1.36630, 5.55067, 1.81471], [-2.79281, -2.05199, -2.40596], [-0.59951, -1.06948, -2.19779], [-5.05449, -2.70599, -3.53281], [-5.53333, -2.17618, -2.70862]], "orbital_gap_ev": [5.73, 5.47], "spin_multiplicity": 3, "total_charge": -1, "s_squared": 2.008}

# 4
{"formula": "C45H31N4O6PTa", "method": "the ωB97M-V functional and the def2-TZVPD basis", "species": ["H", "O", "C", "H", "H", "N", "H", "O", "H", "C", "H", "O", "H", "C", "C", "C", "C", "C", "H", "C", "C", "C", "H", "H", "O", "C", "N", "C", "H", "C", "C", "C", "N", "O", "C", "C", "C", "C", "H", "H", "C", "H", "H", "C", "H", "O", "C", "C", "C", "C", "C", "C", "H", "H", "C", "H", "H", "H", "C", "C", "H", "H", "C", "H", "P", "C", "H", "C", "C", "C", "H", "Ta", "C", "H", "H", "H", "C", "C", "H", "C", "C", "C", "C", "N", "C", "H", "C", "C"], "coordinates": [[1.23154, 5.27996, 2.53036], [-2.99236, 3.13521, -0.67775], [-0.96558, 1.51137, 3.25626], [4.15380, 1.81094, 0.57043], [3.77263, -3.87814, -2.91645], [-1.22930, -2.25683, -0.55329], [4.06134, -1.59107, -3.90554], [-0.21411, -0.53174, 2.58312], [-2.97672, 4.43548, 1.75742], [-1.97673, -7.59142, -2.31431], [-2.27842, 2.33844, -4.46649], [-0.95122, -7.36215, -2.81600], [-4.90851, -3.54311, 0.38382], [-4.96407, -0.93583, 2.53066], [1.69444, 2.90920, -1.81718], [-2.00832, 3.66364, 3.53760], [4.30508, -2.07223, 0.48500], [-4.57416, -2.68203, 0.94213], [-2.27156, 4.50392, 4.16358], [3.00891, -3.12182, -2.79239], [-0.44723, -2.91183, -1.44226], [-2.33951, 2.29083, 0.04893], [1.67055, -4.39228, -1.70975], [-3.30086, 0.36556, 2.82300], [-1.91124, 1.17671, -0.42057], [0.22754, 1.11562, -2.48070], [-2.86033, -1.08563, 1.40292], [2.17319, -0.93459, -3.19572], [-3.09280, -4.87662, 0.43772], [-0.87686, -4.14367, -2.00825], [3.52250, -1.09972, -0.12544], [2.75467, -0.39784, 2.04147], [1.02820, -1.21261, -2.51019], [-2.99455, -7.89183, -1.84718], [-2.48592, -4.29363, -0.24495], [-1.69750, 1.60872, -3.91361], [1.30827, 3.39688, 1.51003], [1.84324, -3.40700, -2.11695], [-5.59362, -0.42559, 3.24510], [2.22990, 0.03674, -3.66290], [-1.29950, 2.59647, 4.06892], [2.51570, 3.29412, -1.23095], [3.68621, 5.57307, 2.54528], [2.12077, 2.40951, 0.96222], [3.55759, -1.44807, 3.72450], [0.19240, -0.08296, 4.70110], [-2.32187, -2.90072, -0.06810], [-2.04285, 0.28319, -3.93535], [1.87080, 4.52284, 2.09451], [-0.53704, 2.04656, -3.23548], [3.50893, 2.56859, 0.99751], [-3.27935, -2.19270, 0.76428], [-1.32525, -1.71100, -3.60447], [4.93968, -2.70417, -0.12288], [-2.39567, 3.63605, 2.19989], [1.46781, 4.76849, -2.88192], [-2.92356, -0.04933, -4.46727], [0.23478, 3.31166, 1.45865], [2.70951, -0.28366, 0.64521], [-0.08498, 3.38600, -3.34654], [3.58026, -0.95428, -1.19145], [4.86846, -3.01449, 2.32673], [-1.81991, -4.82061, -1.30520], [-0.46731, -4.50418, -2.94630], [1.45922, 0.93809, 0.09357], [-2.03632, 2.55078, 1.41025], [-3.17188, 2.79737, -1.57342], [3.17408, -1.84995, -3.34569], [3.53249, -1.36719, 2.64615], [4.06470, 3.70427, 1.56379], [0.05938, 0.53734, 5.43388], [-0.90141, -0.12830, 0.79848], [-0.04797, -0.25850, -2.69403], [-0.66230, 4.08257, -3.94205], [5.13996, 3.82152, 1.57736], [-6.44043, -2.39891, 1.95126], [1.25678, 1.61443, -1.61484], [0.83534, -2.44620, -1.96937], [2.21110, 0.30976, 2.65373], [-5.42852, -2.04066, 1.81744], [-1.16357, -0.66211, -3.39130], [-0.31214, 0.29039, 3.56900], [3.24780, 4.68287, 2.11502], [-1.29369, 1.50001, 1.91047], [4.28350, -2.23407, 1.85937], [-1.02027, 2.60529, 5.11548], [-3.68809, -0.49163, 2.28871], [1.07230, 3.77246, -2.73782]], "orbital_gap_ev": [3.53, 3.57], "total_charge": 3, "relative_energy_kj_mol": 31.86}

# 5
{"formula": "C23H44Cl4N4O4", "method": "the ωB97M-V functional and the def2-TZVPD basis", "species": ["H", "H", "Cl", "O", "H", "H", "H", "Cl", "H", "C", "C", "C", "H", "Cl", "H", "H", "H", "N", "C", "H", "C", "H", "C", "H", "H", "H", "H", "H", "C", "H", "H", "H", "C", "H", "C", "H", "C", "H", "N", "O", "Cl", "H", "H", "N", "H", "O", "H", "H", "H", "C", "C", "H", "C", "C", "C", "H", "H", "H", "H", "H", "H", "O", "H", "H", "H", "N", "H", "C", "H", "C", "H", "C", "C", "C", "C", "C", "H", "C", "H"], "coordinates": [[-32.56199, 2.57169, -32.94980], [-34.77461, 8.34643, -38.52889], [-34.70155, 5.05116, -29.51463], [-33.21980, 1.57431, -37.13554], [-38.21264, -1.70230, -33.03266], [-30.21867, 5.87564, -33.93270], [-32.35701, 5.07101, -32.92396], [-33.31673, 3.30766, -27.68380], [-29.40662, 4.21662, -30.01894], [-35.96504, -0.28647, -33.89042], [-33.07101, 6.44601, -36.49893], [-35.46608, -1.02039, -32.64689], [-32.55405, 5.54148, -36.23636], [-36.20975, 3.02064, -28.18364], [-31.82558, 1.91101, -39.52045], [-33.87013, 2.70644, -43.17455], [-36.31190, 0.72206, -33.66360], [-37.02528, -0.93227, -34.69809], [-32.94276, 7.66575, -35.87866], [-34.02267, 6.00701, -38.34643], [-39.47433, -1.34761, -34.75924], [-33.47876, 3.47555, -37.48946], [-29.29437, 5.26650, -31.99202], [-33.35031, 0.93926, -41.37300], [-37.49507, -2.63526, -35.71253], [-33.78010, 9.67887, -36.35352], [-34.19667, 3.83534, -41.89852], [-34.45654, -2.06792, -35.64344], [-33.61540, 2.92946, -42.13347], [-39.47694, -2.37934, -35.12320], [-38.47792, -0.02368, -33.51671], [-31.74350, 3.07521, -37.29230], [-30.26636, 5.46068, -32.93945], [-33.05803, -0.39124, -36.77972], [-33.34581, 2.25519, -33.64064], [-32.94049, 1.64095, -34.44802], [-34.18556, 3.40870, -34.20284], [-40.38274, -1.31353, -34.14611], [-33.82704, 6.67683, -37.63249], [-35.22266, 3.08234, -34.82521], [-34.27387, 2.23210, -30.17064], [-35.14966, -0.16000, -34.60611], [-34.33420, 1.45700, -39.18941], [-31.46020, 5.02727, -32.42506], [-31.50177, 0.36307, -37.04221], [-33.78353, 4.60489, -34.03294], [-32.55049, 0.09697, -38.44559], [-35.41153, -3.15258, -36.66282], [-34.54461, 3.00500, -39.66666], [-34.19940, 7.99113, -37.68953], [-34.00261, 1.79611, -41.22741], [-32.24324, 7.81089, -35.06978], [-32.54517, 0.35648, -37.37868], [-31.87248, 4.27632, -42.84971], [-31.23096, 4.46745, -31.20356], [-33.96267, 1.55905, -33.06599], [-36.16633, -1.08576, -31.81497], [-32.10469, 4.07910, -43.89712], [-32.06353, 4.05058, -30.66633], [-35.56902, -1.41236, -36.83634], [-36.41288, -3.03085, -34.39991], [-32.23788, 3.19313, -42.00757], [-32.28342, 5.21163, -42.46411], [-34.58972, -0.46901, -32.29812], [-32.37619, 3.58976, -39.68630], [-33.91645, 2.20274, -39.75351], [-30.78916, 4.39539, -42.80785], [-29.90124, 4.61792, -30.88822], [-35.11783, -2.02832, -32.88239], [-38.24984, -1.02469, -33.89063], [-35.06802, 1.57606, -41.27947], [-36.62953, -2.26559, -35.16046], [-32.57138, 2.63723, -39.20313], [-35.43386, -2.21304, -36.10250], [-32.69771, 2.74054, -37.70697], [-34.61292, 3.41505, -28.89812], [-39.65263, -0.66784, -35.58932], [-33.70348, 8.62957, -36.57824], [-28.25148, 5.51545, -32.11092]], "orbital_gap_ev": 5.86}

# 6
{"formula": "C26H20N11OsSi", "method": "the ωB97M-V functional and the def2-TZVPD basis", "species": ["H", "H", "H", "C", "H", "C", "H", "C", "C", "Os", "C", "C", "C", "N", "C", "H", "C", "C", "C", "C", "C", "N", "H", "H", "C", "H", "Si", "N", "C", "N", "C", "H", "C", "H", "H", "N", "N", "N", "C", "C", "H", "C", "H", "H", "N", "N", "C", "C", "C", "H", "C", "C", "H", "C", "H", "N", "H", "H", "N"], "coordinates": [[-0.89469, 2.91875, 1.14983], [1.32318, 2.03352, 1.11959], [-2.96639, -1.50244, 3.34980], [-1.08327, 2.00721, -1.99499], [-1.07452, -5.19200, 4.39879], [-1.76121, 4.11292, -0.40753], [-3.28116, 0.31348, 0.74802], [-2.06935, -2.11014, 3.41140], [-2.32355, 2.02446, 3.52206], [-0.03453, 0.09104, -0.07771], [1.57288, 1.83679, 2.15951], [0.29135, -2.40329, 3.05453], [-0.85119, -1.59905, 2.96833], [4.04519, -1.15625, -0.86854], [-1.73018, 3.07482, -2.56895], [-1.48928, 2.13641, 4.20685], [-3.47310, 2.78189, 3.71472], [-2.07539, 4.15327, -1.75929], [-2.74740, 5.30014, -2.31740], [0.81586, 0.93482, 2.91895], [-4.46820, 1.78179, 1.76316], [2.18574, -2.60218, -0.68692], [-1.95675, 3.07255, -3.62503], [2.78943, -3.39227, -0.90484], [1.20681, 0.69669, 4.24165], [0.65701, -0.01335, 4.84940], [-0.71274, 0.09448, 2.24848], [2.96859, 0.72638, -0.69700], [-2.14812, -3.39854, 3.92856], [-3.28311, 6.21322, -2.76208], [-4.54028, 2.66414, 2.83448], [3.88812, 2.75897, 4.44135], [2.73826, -1.37143, -0.71296], [3.25974, 3.16519, 2.08496], [-3.53582, 3.46290, 4.55439], [-1.16864, -2.58498, 0.04167], [-0.78941, 1.95720, -0.67862], [0.32265, -4.05923, -0.53090], [3.03168, 2.25220, 4.01536], [-3.32324, 1.01778, 1.57485], [-5.43389, 3.25788, 2.98574], [2.67718, 2.48593, 2.69445], [-5.30562, 1.68365, 1.08333], [-0.77859, 1.16490, -2.60274], [4.16228, 0.15936, -0.84276], [-0.94873, -3.86179, -0.21922], [-2.23674, 1.13041, 2.45059], [-1.12803, 2.99901, 0.09726], [2.29760, 1.36087, 4.78719], [-3.09940, -3.78560, 4.27136], [0.88126, -2.85601, -0.44126], [-1.01077, -4.18771, 4.00046], [1.25591, -2.01316, 2.73504], [0.21442, -3.69024, 3.56513], [-2.01574, 4.93242, 0.24939], [2.05037, -0.22423, -0.60999], [1.10525, -4.30280, 3.63626], [2.58180, 1.17435, 5.81516], [-0.01396, -1.92253, -0.08299]], "orbital_gap_ev": [7.64, 4.93], "spin_multiplicity": 5, "total_charge": 1, "s_squared": 6.034, "relative_energy_kj_mol": 0.00}